Record 1
{
  "formula": "C45H34Br2N8O7SeTi",
  "method": "the ωB97M-V functional and the def2-TZVPD basis",
  "relative_energy_kcal_mol": 0.00,
  "homo_ev": [-3.35, -5.54],
  "orbital_gap_ev": [4.9, 7.1],
  "e_tot_ev": -302023.39972,
  "fmax_ev_per_a": 0.59,
  "multiplicity": 2,
  "lumo_energy_ev": [1.57, 1.60],
  "charge": -1,
  "mol_weight_g_mol": 1085.5,
  "symbols": ["Br", "Br", "Se", "Ti", "O", "O", "O", "O", "O", "O", "O", "N", "N", "N", "N", "N", "N", "N", "N", "C", "C", "C", "C", "C", "C", "C", "C", "C", "C", "C", "C", "C", "C", "C", "C", "C", "C", "C", "C", "C", "C", "C", "C", "C", "C", "C", "C", "C", "C", "C", "C", "C", "C", "C", "C", "C", "C", "C", "C", "C", "C", "C", "C", "C", "H", "H", "H", "H", "H", "H", "H", "H", "H", "H", "H", "H", "H", "H", "H", "H", "H", "H", "H", "H", "H", "H", "H", "H", "H", "H", "H", "H", "H", "H", "H", "H", "H", "H"],
  "positions_angstrom": [[2.76464, -5.41536, 4.19165], [6.69874, -0.25244, -0.21175], [0.04243, -3.06646, -1.03747], [-0.16492, -0.60580, 0.22144], [-1.74460, -0.77115, -0.98306], [-3.50940, 0.45271, -0.36237], [-1.61429, -0.63316, 1.56185], [-2.89108, -2.41555, 1.14287], [0.08632, 3.65050, 0.23245], [-8.10791, -2.10342, -3.69079], [-7.71371, -0.23849, -2.69586], [2.93182, -3.84448, -1.19424], [-7.37368, -1.33682, -3.09068], [-0.28982, 1.41627, -0.20883], [2.04052, -0.42501, 0.10536], [0.62507, 0.76483, 2.14943], [0.74909, -2.01923, 1.68980], [-2.54370, 1.32076, 3.02688], [0.45256, -0.07248, -2.20447], [-3.00925, -0.48708, -0.95480], [-2.52395, 2.70317, 3.35290], [2.10588, -2.20935, 1.63579], [-3.32778, 3.61789, 2.66461], [-1.58705, 4.46717, 4.69456], [4.22537, -1.29821, 0.69165], [1.11208, -0.79127, -3.11533], [1.97014, -4.01782, 3.18961], [-3.44638, -2.60909, -2.27857], [-3.69307, -0.79862, 2.69201], [-4.11141, 5.99115, 2.31191], [-2.39073, 5.37958, 4.02732], [-0.27757, 1.39620, -3.92814], [-5.59149, -3.01156, -3.29016], [-5.71189, 0.07621, 4.40237], [2.67414, 0.55500, -0.57311], [2.72859, -3.24450, 2.37237], [-4.24217, 3.15230, 1.56659], [1.10411, -0.47506, -4.46044], [4.81351, -0.32101, -0.04083], [1.72922, 2.58451, 3.92856], [-4.29677, -3.41930, -3.01829], [-0.20652, 1.01524, -2.59269], [2.81390, -1.31144, 0.80749], [-0.84152, 1.81413, -1.49973], [1.22721, 3.00961, 2.71310], [-3.26088, 4.97102, 3.02193], [0.68762, 2.06113, 1.86064], [-5.79170, -1.19990, 3.85210], [-2.70561, -1.35591, 1.71601], [-6.00429, -1.78339, -2.79936], [1.07643, 0.36339, 3.33825], [-4.64691, 0.90487, 4.11598], [0.37783, 0.63275, -4.87438], [0.58465, -3.80207, 3.29116], [-1.66407, 3.12672, 4.36068], [0.12327, 2.46091, 0.53383], [0.04197, -2.81576, 2.50844], [-3.88456, -1.38724, -1.79103], [1.81249, -3.56150, -1.11041], [1.64074, 1.23856, 4.25114], [4.03216, 0.66973, -0.67242], [-3.60891, 0.49191, 3.26050], [-4.78222, -1.61183, 3.00337], [-5.18253, -0.96615, -2.04764], [0.98049, -0.68759, 3.56653], [2.00276, 0.86050, 5.19768], [-2.34424, 6.43207, 4.28652], [-5.25770, 2.99722, 1.94789], [-3.90577, 2.21307, 1.13345], [2.04039, 1.28227, -1.05208], [-1.06397, 2.38059, 4.86869], [-6.62670, -1.85175, 4.07335], [3.78630, -3.42768, 2.26722], [-1.85587, 0.96190, 2.37932], [-3.94287, -4.37594, -3.38170], [2.16523, 3.29106, 4.62454], [-6.27575, -3.61695, -3.86511], [-0.65200, 2.87350, -1.66180], [-3.81580, 6.08982, 1.26384], [-4.01317, 6.96989, 2.78138], [-0.04261, -4.40121, 3.93275], [-1.02140, -2.66951, 2.53010], [-0.83187, 2.28519, -4.20224], [-1.92192, 1.67340, -1.50672], [-4.59306, 1.89158, 4.56016], [-0.91204, 4.79962, 5.47448], [1.65424, -1.08847, -5.16036], [4.47749, 1.48360, -1.22432], [0.33909, 0.90626, -5.92174], [-5.16751, 5.71273, 2.32052], [1.22504, 4.04313, 2.39750], [-4.30215, 3.88947, 0.76487], [-6.48946, 0.43267, 5.06900], [-5.53337, -0.02296, -1.65625], [1.66609, -1.64159, -2.74491], [-4.81228, -2.58627, 2.53326], [-2.43583, -2.93098, -2.06896], [4.81789, -2.05362, 1.18315]],
  "atomic_forces_ev_per_a": [[0.0016, 0.0166, -0.0054], [-0.0126, -0.0066, 0.0031], [-0.1167, -0.0265, -0.0313], [0.4089, 0.3242, 0.0476], [0.0006, -0.3825, -0.0185], [-0.0797, 0.1171, 0.0637], [0.4108, -0.4186, -0.0882], [-0.0135, 0.0006, 0.0263], [-0.0065, 0.0998, -0.0464], [0.0855, 0.0761, -0.0397], [0.0558, -0.0420, -0.0987], [-0.0269, -0.0480, -0.0439], [-0.2448, -0.0338, 0.1852], [-0.1657, -0.0087, -0.0946], [-0.2759, 0.1220, -0.0473], [-0.0733, -0.0755, 0.0524], [-0.0040, -0.0380, -0.1082], [-0.0106, 0.1042, 0.0577], [-0.0671, -0.0969, -0.0080], [0.1233, 0.0219, -0.0614], [-0.0270, -0.0363, 0.0674], [0.0232, 0.1236, -0.0166], [0.0040, 0.0132, -0.0170], [-0.0075, 0.0026, -0.0169], [0.0222, 0.0378, -0.0304], [0.0061, 0.0913, 0.0260], [0.0179, -0.0116, 0.0059], [0.0939, -0.0305, 0.0188], [-0.0927, -0.0397, -0.0977], [0.0040, 0.0012, -0.0362], [-0.0112, -0.0056, -0.0083], [-0.0099, 0.0251, -0.0045], [0.0510, 0.0019, 0.0105], [0.0129, -0.0039, -0.0001], [0.0996, -0.0609, 0.0542], [0.0283, -0.0380, 0.0427], [-0.0246, 0.0411, -0.0118], [0.0102, -0.0041, 0.0113], [0.0188, -0.0278, 0.0364], [0.0215, -0.0023, 0.0201], [-0.0022, -0.0581, -0.0362], [0.0417, -0.0880, -0.0273], [-0.0756, -0.0158, 0.0492], [0.0632, -0.0468, 0.0614], [0.0402, -0.0229, -0.0076], [-0.0032, 0.0173, 0.0202], [0.0515, -0.0327, -0.0026], [0.0182, 0.0084, -0.0122], [-0.0170, 0.2317, 0.0971], [0.0585, 0.0273, -0.0411], [-0.0214, 0.0405, -0.0282], [0.0092, 0.0246, 0.0095], [0.0002, 0.0138, -0.0343], [-0.0220, 0.0331, 0.0061], [-0.0414, -0.0474, -0.0029], [0.0305, -0.0788, 0.1071], [-0.0018, -0.1152, 0.0038], [-0.0815, 0.0799, 0.0492], [-0.0875, 0.0901, 0.1220], [0.0265, 0.0366, 0.0035], [-0.0488, 0.0406, -0.0314], [-0.0064, 0.0311, 0.0871], [0.0037, 0.0144, -0.0373], [-0.0090, -0.0452, -0.0215], [-0.0097, 0.0017, 0.0084], [-0.0069, -0.0027, -0.0051], [0.0029, -0.0215, -0.0015], [0.0325, 0.0037, -0.0219], [0.0030, -0.0143, 0.0052], [-0.0111, 0.0433, -0.0273], [-0.0284, 0.0360, -0.0144], [0.0114, 0.0170, 0.0011], [-0.0058, 0.0059, 0.0155], [-0.0214, -0.0003, -0.0153], [-0.0273, 0.0269, 0.0035], [-0.0061, -0.0135, -0.0181], [0.0025, 0.0026, 0.0020], [0.0296, 0.0798, -0.0164], [-0.0080, -0.0052, 0.0283], [0.0051, -0.0075, 0.0008], [0.0005, 0.0022, -0.0151], [-0.0911, 0.0144, -0.0696], [0.0093, -0.0175, 0.0015], [-0.0768, -0.0104, 0.0150], [-0.0051, -0.0223, -0.0152], [-0.0140, -0.0041, -0.0102], [-0.0049, 0.0064, 0.0030], [-0.0015, -0.0210, 0.0098], [-0.0001, -0.0025, 0.0069], [0.0227, -0.0081, 0.0084], [-0.0062, -0.0089, 0.0042], [0.0086, -0.0039, 0.0272], [0.0098, -0.0145, -0.0173], [0.0054, -0.0083, -0.0030], [0.0187, -0.0148, -0.0129], [0.0022, 0.0013, 0.0046], [-0.0143, 0.0195, -0.0032], [0.0186, 0.0202, -0.0107]],
  "lowdin_spin": [0.01, 0.01, 0.01, 0.06, 0.00, 0.00, 0.00, 0.00, 0.00, 0.00, 0.00, 0.01, 0.00, 0.00, 0.13, 0.02, 0.13, 0.00, 0.00, 0.00, 0.00, 0.11, 0.00, 0.00, 0.03, 0.00, 0.05, 0.00, 0.00, 0.00, 0.00, 0.00, 0.00, 0.00, 0.02, 0.04, 0.00, 0.00, 0.06, 0.00, 0.00, 0.00, 0.12, 0.00, 0.00, 0.00, 0.00, 0.00, 0.00, 0.00, 0.00, 0.00, 0.00, 0.09, 0.00, 0.00, 0.01, 0.00, 0.00, 0.00, 0.08, 0.00, 0.00, 0.00, 0.00, 0.00, 0.00, 0.00, 0.00, 0.00, 0.00, 0.00, 0.00, 0.00, 0.00, 0.00, 0.00, 0.00, 0.00, 0.00, 0.01, 0.00, 0.00, 0.00, 0.00, 0.00, 0.00, 0.01, 0.00, 0.00, 0.00, 0.00, 0.00, 0.00, 0.00, 0.00, 0.00, 0.00]
}


Record 2
{
  "formula": "C12H15F9O6",
  "method": "the ωB97M-V functional and the def2-TZVPD basis",
  "relative_energy_kcal_mol": 134.82,
  "homo_ev": -10.57,
  "orbital_gap_ev": 10.7,
  "e_tot_ev": -49424.89445,
  "fmax_ev_per_a": 5.74,
  "multiplicity": 1,
  "lumo_energy_ev": 0.18,
  "charge": 0,
  "mol_weight_g_mol": 426.2,
  "symbols": ["F", "F", "F", "F", "F", "F", "F", "F", "F", "O", "O", "O", "O", "O", "O", "C", "C", "C", "C", "C", "C", "C", "C", "C", "C", "C", "C", "H", "H", "H", "H", "H", "H", "H", "H", "H", "H", "H", "H", "H", "H", "H"],
  "positions_angstrom": [[-3.90905, -3.30265, 2.84973], [5.13168, -0.53946, -1.64568], [1.07236, -1.98152, 3.75885], [-1.71040, -2.85727, 2.84319], [0.59088, -1.91772, 1.70941], [2.42874, -0.86740, 2.36817], [-2.66090, -4.27770, 1.47619], [3.74930, -1.88398, -2.72229], [5.25071, -0.55326, -3.75478], [2.09693, -0.05912, -3.15285], [-0.86119, -0.11538, 3.08145], [0.99616, 1.26254, 2.40919], [-4.29759, -1.57578, 0.79887], [3.53534, 1.65415, -2.62121], [-2.02670, -1.20572, 0.74542], [4.40111, -0.64757, -2.77013], [-3.13528, -1.84739, 1.16876], [-2.85712, -3.09891, 2.13709], [-0.27920, -0.09248, -2.99819], [-0.78380, 2.74264, 1.48952], [-2.20704, 0.04845, 0.06151], [0.31406, 2.46629, 2.56941], [3.32602, 0.46547, -2.84685], [1.18215, -1.20353, 2.67182], [0.89112, 0.73724, -3.30391], [-0.95374, 0.34663, -0.82325], [0.36205, 0.05569, 2.78760], [-0.46991, 2.44244, 0.48980], [0.84315, 1.20324, -4.28811], [-3.08722, 0.05266, -0.58143], [-0.57841, -0.76039, -3.80594], [0.93568, 3.34177, 2.75708], [0.95603, 1.54313, -2.57286], [-1.69331, 2.28534, 1.87911], [-1.05124, 0.62015, -2.70798], [-0.11178, 0.79678, -0.29736], [-0.19785, -0.72331, -2.11301], [-0.07619, 2.45682, 3.58711], [-1.23112, 0.94347, -1.69213], [-2.33486, 0.87935, 0.75532], [-1.02686, 3.79575, 1.34819], [-0.52268, -0.62964, -1.04500]],
  "atomic_forces_ev_per_a": [[-0.7600, 0.3078, 1.5545], [-0.6404, -0.0127, -0.1743], [0.8662, 0.7789, -0.0029], [-1.6468, -0.4171, -0.1812], [0.8384, -0.0217, -0.7621], [0.2976, -1.0094, 0.1375], [0.2526, 1.0310, -0.1945], [1.4997, 1.6466, -0.4339], [0.0732, -0.4384, -1.0550], [1.7215, -0.2165, -0.1484], [5.2086, 1.7151, -0.9479], [0.1789, -3.6105, 0.3455], [3.7196, -0.8976, 1.5644], [-0.0410, -2.8326, -0.5701], [-0.8881, -0.6027, 0.7481], [-1.1160, -1.0893, 1.6186], [-2.6768, 0.6291, -1.8338], [1.9742, 0.3975, -1.8136], [0.0121, -1.8391, -3.4238], [0.4778, 0.2529, 1.0768], [0.6743, 1.2727, -0.8293], [-2.0844, 1.7302, 0.8561], [-2.2286, 2.5943, 0.2350], [-0.5886, -0.0864, -0.0953], [1.5142, 0.9288, 0.5783], [-1.4898, -0.4580, 5.2514], [-5.2569, 2.1968, 0.6907], [-0.1487, -0.3743, 0.3914], [0.2624, -0.1856, -0.0975], [-0.0430, -0.4977, 0.1181], [0.0447, 0.2478, -0.4802], [1.1632, -0.4739, -1.1191], [0.1421, 0.2233, 0.0307], [0.0342, -0.2239, -0.6306], [0.4155, -1.4123, -3.3903], [-0.2785, 0.2912, 0.3346], [1.2356, 0.1546, -3.1597], [-1.0509, -0.3618, -0.0684], [-0.3781, 0.2673, 3.1827], [-0.2234, -0.5565, 0.3720], [0.3116, 0.2227, 0.5325], [-1.3781, 0.7291, 1.7931]],
  "mulliken_charge": [-0.23, -0.25, -0.25, -0.17, -0.20, -0.24, -0.27, -0.24, -0.22, -0.24, -0.52, -0.31, -0.56, -0.55, -0.23, 0.83, 0.38, 0.80, -0.65, -0.66, -0.66, -0.50, 0.41, 0.89, -0.41, -0.93, 0.37, 0.06, 0.35, 0.53, 0.48, 0.47, 0.26, 0.20, 0.32, 0.44, 0.09, 0.35, 0.22, 0.09, 0.50, 0.28]
}